{
  "formula": "C25H61ClN2O13PS",
  "method": "wB97M-V/def2-TZVPD",
  "symbols": ["C", "C", "O", "C", "C", "C", "C", "O", "O", "Cl", "C", "C", "N", "P", "N", "O", "O", "C", "S", "H", "H", "H", "H", "H", "H", "H", "H", "H", "H", "H", "H", "H", "C", "C", "O", "H", "H", "H", "H", "H", "H", "C", "C", "O", "H", "H", "H", "H", "H", "H", "C", "C", "O", "H", "H", "H", "H", "H", "H", "C", "C", "O", "H", "H", "H", "H", "H", "H", "C", "C", "O", "H", "H", "H", "H", "H", "H", "C", "C", "O", "H", "H", "H", "H", "H", "H", "C", "C", "O", "H", "H", "H", "H", "H", "H", "C", "C", "O", "H", "H", "H", "H", "H", "H"],
  "positions_angstrom": [[1.682, -1.519, 1.583], [2.447, -0.331, 2.193], [1.539, 0.752, 2.391], [1.341, 1.516, 1.227], [-0.053, 1.378, 0.636], [-0.164, 1.207, -0.742], [1.036, 1.202, -1.665], [1.779, 2.140, -1.756], [1.231, 0.037, -2.405], [0.467, 0.221, -3.908], [-1.417, 1.065, -1.329], [-2.498, 1.072, -0.520], [-2.400, 1.238, 0.801], [-3.940, 1.239, 1.686], [-4.328, 2.701, 1.949], [-5.067, 0.512, 0.766], [-3.841, 0.426, 3.066], [-1.199, 1.412, 1.392], [-1.099, 1.691, 3.149], [2.224, -2.463, 1.643], [0.727, -1.581, 2.142], [1.424, -1.256, 0.543], [3.359, -0.056, 1.645], [2.775, -0.653, 3.188], [1.535, 2.574, 1.470], [2.116, 1.244, 0.502], [-1.509, 0.959, -2.402], [-3.476, 0.966, -0.978], [-5.214, 2.851, 1.466], [-5.229, -0.354, 1.176], [-4.215, -0.464, 2.957], [-1.297, 3.027, 3.269], [3.909, -3.390, 6.769], [3.188, -2.372, 5.910], [2.275, -3.008, 5.013], [4.456, -4.098, 6.145], [4.609, -2.903, 7.443], [3.195, -3.970, 7.361], [3.901, -1.811, 5.305], [2.632, -1.665, 6.536], [1.638, -3.495, 5.544], [-7.965, -1.556, -0.139], [-7.239, -2.887, -0.088], [-7.088, -3.332, 1.261], [-7.417, -0.808, 0.438], [-8.069, -1.205, -1.166], [-8.960, -1.636, 0.304], [-6.238, -2.795, -0.511], [-7.783, -3.647, -0.655], [-7.968, -3.428, 1.638], [3.389, 2.597, -6.480], [2.037, 3.282, -6.448], [1.328, 2.962, -5.248], [3.271, 1.515, -6.410], [3.925, 2.834, -7.400], [3.999, 2.909, -5.628], [1.422, 2.954, -7.286], [2.154, 4.369, -6.510], [1.864, 3.262, -4.507], [-1.828, -4.590, 1.435], [-0.746, -4.454, 2.490], [-0.502, -3.080, 2.797], [-1.539, -4.063, 0.524], [-2.010, -5.637, 1.191], [-2.765, -4.146, 1.783], [0.191, -4.878, 2.133], [-1.036, -4.976, 3.407], [-1.326, -2.706, 3.124], [4.508, 5.196, -9.970], [4.584, 3.861, -10.686], [3.882, 2.851, -9.960], [4.929, 5.115, -8.967], [5.052, 5.967, -10.518], [3.469, 5.516, -9.859], [5.619, 3.534, -10.777], [4.157, 3.937, -11.691], [2.965, 3.132, -9.889], [-0.652, -3.661, -4.824], [-2.123, -3.400, -5.084], [-2.445, -2.035, -4.812], [-0.401, -3.428, -3.787], [-0.396, -4.702, -5.022], [-0.030, -3.023, -5.457], [-2.742, -4.020, -4.438], [-2.378, -3.623, -6.124], [-1.904, -1.493, -5.393], [-4.591, 6.302, 3.288], [-6.068, 6.582, 3.080], [-6.393, 7.919, 3.442], [-4.315, 6.468, 4.331], [-4.345, 5.272, 3.019], [-3.980, 6.977, 2.683], [-6.673, 5.922, 3.700], [-6.346, 6.422, 2.032], [-5.870, 8.508, 2.890], [8.685, -4.030, 7.254], [7.213, -3.826, 6.948], [6.814, -2.487, 7.239], [8.889, -3.815, 8.303], [8.991, -5.055, 7.039], [9.300, -3.350, 6.659], [6.603, -4.494, 7.556], [7.005, -4.036, 5.893], [7.348, -1.902, 6.693]],
  "forces_ev_per_a": [[-0.43, 1.32, -0.02], [-0.13, -1.54, 0.63], [0.37, 0.26, -0.29], [0.49, 0.28, 0.64], [1.35, -0.17, -0.69], [-0.11, -0.44, -0.59], [0.98, 1.15, -0.20], [-0.83, -0.99, 0.17], [-0.47, 0.21, 0.39], [0.19, -0.09, -0.08], [1.05, 0.13, -0.34], [-1.14, -0.06, -0.98], [-0.21, -1.22, 0.39], [-2.64, 2.78, 1.61], [0.48, -0.40, -0.76], [1.85, -0.83, 0.86], [0.29, -0.87, -1.70], [0.14, 0.86, 1.06], [-0.01, -0.20, 0.45], [-0.07, 0.12, -0.07], [0.85, -0.26, -0.38], [0.14, -0.43, 0.02], [-0.31, 0.27, -0.12], [-0.11, 0.33, -0.04], [-0.25, -0.13, -0.07], [-0.38, 0.08, -0.12], [-0.21, -0.08, 0.16], [-0.06, -0.04, 0.47], [0.02, 0.52, 0.30], [-0.56, -0.18, -0.71], [0.27, -0.13, 0.55], [-0.23, -0.23, -0.72], [-0.15, -0.07, 0.07], [-0.24, -0.36, 0.25], [0.14, 0.23, -0.27], [0.03, 0.07, -0.04], [-0.02, -0.01, 0.00], [-0.04, 0.07, 0.01], [-0.08, -0.01, -0.09], [0.15, 0.11, 0.02], [-0.01, -0.02, -0.02], [0.08, -0.01, -0.04], [-0.42, -0.01, 0.21], [0.35, 0.14, -0.03], [-0.03, 0.07, -0.06], [-0.03, 0.04, 0.03], [-0.02, -0.03, -0.08], [0.04, -0.11, 0.07], [0.08, 0.06, -0.14], [0.01, -0.05, 0.03], [0.03, -0.02, 0.00], [0.33, 0.06, 0.30], [-0.25, -0.03, -0.12], [-0.03, 0.01, -0.08], [0.01, -0.04, 0.01], [0.00, 0.08, -0.04], [-0.12, -0.01, 0.10], [0.00, -0.01, -0.16], [0.03, -0.02, 0.00], [0.04, 0.06, -0.05], [-0.36, 0.12, 0.04], [-0.24, -0.20, 0.03], [0.07, -0.07, -0.01], [-0.05, 0.02, 0.00], [-0.04, -0.12, 0.06], [0.07, 0.13, 0.07], [0.07, -0.14, -0.06], [0.01, -0.08, 0.12], [0.03, -0.02, 0.05], [-0.35, 0.17, 0.08], [0.18, -0.10, 0.05], [0.07, -0.01, -0.04], [-0.04, 0.02, 0.02], [0.01, 0.05, -0.10], [-0.05, -0.13, 0.03], [0.14, 0.06, -0.06], [-0.01, -0.02, -0.04], [0.01, -0.03, 0.05], [0.32, 0.19, -0.19], [-0.19, 0.02, 0.24], [-0.04, -0.06, 0.02], [0.04, 0.02, -0.02], [0.00, -0.08, -0.07], [-0.09, 0.13, 0.02], [-0.02, -0.16, 0.04], [-0.04, -0.01, -0.05], [0.06, -0.08, 0.05], [0.26, 0.31, -0.17], [-0.15, -0.14, 0.13], [-0.06, -0.03, 0.01], [0.02, 0.02, -0.02], [-0.02, -0.05, -0.07], [-0.07, 0.11, 0.03], [0.00, -0.19, 0.02], [-0.02, 0.04, 0.02], [0.00, -0.01, 0.06], [0.38, 0.24, -0.17], [-0.03, -0.05, 0.09], [-0.05, -0.06, 0.01], [0.03, 0.02, -0.02], [0.00, -0.07, -0.07], [-0.10, 0.13, 0.03], [-0.01, -0.17, 0.03], [0.03, 0.03, 0.05]],
  "lowdin_charge": [-0.05, -0.23, -0.19, -0.17, -0.10, -0.02, -0.50, 0.19, -0.42, 0.82, 0.05, -0.04, -0.06, 0.52, -0.11, -0.11, -0.13, -0.47, 0.94, 0.09, 0.06, 0.07, 0.12, 0.11, 0.15, 0.12, 0.10, 0.14, 0.02, 0.08, 0.09, -0.06, -0.09, -0.31, -0.10, 0.07, 0.06, 0.08, 0.11, 0.11, 0.08, -0.09, -0.32, -0.09, 0.05, 0.08, 0.08, 0.11, 0.11, 0.08, -0.08, -0.31, -0.14, 0.08, 0.05, 0.08, 0.11, 0.11, 0.07, -0.09, -0.30, -0.12, 0.07, 0.08, 0.07, 0.12, 0.11, 0.08, -0.09, -0.31, -0.10, 0.07, 0.07, 0.07, 0.11, 0.11, 0.07, -0.10, -0.32, -0.11, 0.07, 0.08, 0.07, 0.11, 0.11, 0.06, -0.10, -0.33, -0.08, 0.08, 0.04, 0.07, 0.11, 0.11, 0.08, -0.09, -0.33, -0.10, 0.08, 0.08, 0.07, 0.11, 0.11, 0.09],
  "total_charge": 1,
  "homo_energy_ha": -0.4286
}

---

{
  "formula": "C4H7Cl3N3",
  "method": "wB97M-V/def2-TZVPD",
  "symbols": ["C", "C", "C", "C", "N", "N", "N", "Cl", "Cl", "Cl", "H", "H", "H", "H", "H", "H", "H"],
  "positions_angstrom": [[-1.524, -0.462, -0.630], [-0.553, 1.628, 0.047], [0.992, -0.119, 0.243], [-4.332, -0.107, 0.129], [-2.429, 0.443, 0.095], [-1.817, 1.624, 0.268], [-0.189, 0.359, -0.572], [-5.098, 1.326, 0.637], [-4.578, -0.456, -1.566], [-4.216, -1.465, 1.114], [-1.416, -1.521, -0.253], [-2.059, -0.447, -1.605], [-0.095, 2.517, -0.190], [1.859, 0.467, 0.082], [0.674, -0.118, 1.370], [1.195, -1.226, 0.027], [0.209, 0.453, -1.574]],
  "forces_ev_per_a": [[-0.75, 0.28, 0.09], [-3.53, -0.98, -0.92], [-1.77, -3.84, 2.36], [2.76, 1.85, -1.27], [0.38, -0.01, 1.18], [-1.83, -0.71, 0.76], [1.92, -1.14, -2.13], [0.00, -0.54, 0.29], [-0.20, -0.06, 0.50], [-0.35, -0.10, 0.39], [0.17, 1.36, -0.13], [1.69, -0.51, -0.28], [1.55, 1.64, -0.16], [0.53, 0.74, -0.31], [0.60, 0.33, -2.15], [-0.13, 1.62, -0.04], [-1.05, 0.05, 1.83]],
  "lowdin_charge": [-0.10, -0.15, 0.00, -1.57, -0.18, 0.07, -0.09, 0.71, 0.67, 0.73, 0.14, 0.09, 0.11, 0.08, 0.15, 0.12, 0.22],
  "total_charge": 1,
  "homo_energy_ha": -0.4623,
  "relative_energy_kj_mol": 199.4
}

---

{
  "formula": "C2HO4P",
  "method": "wB97M-V/def2-TZVPD",
  "symbols": ["O", "C", "P", "O", "H", "O", "C", "O"],
  "positions_angstrom": [[0.369, 1.277, -0.101], [1.144, 0.396, -0.281], [0.737, -1.549, -0.369], [0.794, -2.163, 0.927], [2.129, 0.547, -0.490], [-2.131, 1.521, 0.364], [-1.633, 0.530, 0.150], [-1.410, -0.559, -0.201]],
  "forces_ev_per_a": [[-0.23, 1.45, 0.14], [-2.34, -2.82, 0.81], [-0.36, 1.13, -2.76], [0.33, -0.74, 2.51], [3.51, 1.05, -0.71], [-1.18, 2.50, 1.14], [-0.24, -1.12, -1.14], [0.52, -1.45, 0.02]],
  "lowdin_charge": [0.01, -0.31, 0.88, -0.46, 0.04, 0.26, -0.48, 0.06],
  "homo_energy_ha": -0.3340,
  "relative_energy_kj_mol": 28.7,
  "smiles": "O=CP=O.O=C=O"
}